Entry 1:
14
Properties=species:S:1:pos:R:3 method="wB97M-V/def2-TZVPD" spin_multiplicity=1 de_lowest_kj_mol=59.33 gap_ev=12.735 total_energy_ev=-6778.0247 total_charge=+1 molar_mass_g_mol=68.10 homo_ev=-16.1 largest_force_ev_per_a=2.08
C -0.8655 0.8561 0.7523
N 0.0546 -0.1904 0.1130
H -1.8810 0.5777 0.5030
H -0.5400 0.9167 1.7834
H -0.6393 1.7873 0.2398
H 0.4584 -0.9464 0.6727
H 0.9398 0.3138 -0.0640
H -0.3605 -0.4491 -0.7837
H -1.9799 -2.2154 -1.5200
H -2.3927 -1.0945 -2.5336
O -2.0403 -1.2396 -1.6366
H 3.1094 -0.1964 0.5285
H 3.4017 1.2375 1.1672
O 2.7354 0.6427 0.7780

Entry 2:
15
Properties=species:S:1:pos:R:3 method="wB97M-V/def2-TZVPD" spin_multiplicity=1 de_lowest_kj_mol=232.34 gap_ev=8.695 total_energy_ev=-8822.7547 total_charge=+1 molar_mass_g_mol=84.09 homo_ev=-15.1 largest_force_ev_per_a=2.60
C -1.0633 0.2154 -1.6768
N 0.1429 0.6758 -1.6049
H -1.1951 -0.5091 -2.5069
H -1.9286 0.5186 -1.0506
H 0.8386 0.3727 -0.8548
H 0.6828 0.9487 -2.4454
H -0.5357 -2.6753 1.4929
H -1.4364 -2.4326 0.2301
O -0.5603 -2.2622 0.6022
H -0.2632 2.0787 2.2132
H -0.6022 0.7837 1.6971
O -0.7136 1.7126 1.4470
H 2.0165 0.4818 1.5341
H 2.7055 -0.1674 0.3124
O 1.9121 0.2586 0.6105

Entry 3:
15
Properties=species:S:1:pos:R:3 method="wB97M-V/def2-TZVPD" spin_multiplicity=1 de_lowest_kj_mol=198.80 gap_ev=8.033 total_energy_ev=-8823.1024 total_charge=+1 molar_mass_g_mol=84.09 homo_ev=-14.0 largest_force_ev_per_a=3.34
C -0.3726 -1.8350 -1.4667
N -0.2884 -0.6613 -0.9619
H 0.5542 -2.4409 -1.5802
H -1.2787 -2.0660 -1.9575
H -0.7213 -0.4090 -0.0912
H 0.6751 -0.2945 -1.2237
H 0.7646 3.4478 2.7380
H 0.9746 2.7998 4.1885
O 1.0120 2.6346 3.2223
H -2.4146 -0.5050 1.2794
H -3.5167 -1.6023 0.9667
O -2.6315 -1.3078 0.7197
H 2.1205 1.2508 -2.4775
H 3.0182 0.4829 -1.4680
O 2.1046 0.5058 -1.8879

Entry 4:
16
Properties=species:S:1:pos:R:3 method="wB97M-V/def2-TZVPD" spin_multiplicity=1 de_lowest_kj_mol=0.00 gap_ev=7.357 total_energy_ev=-31320.6064 total_charge=+1 molar_mass_g_mol=140.34 homo_ev=-12.4 largest_force_ev_per_a=0.63
C -2.0365 0.5608 -0.9567
N -3.2664 0.6904 -0.6062
O -1.6638 0.3143 1.6243
Si -0.0905 -2.1048 -0.1716
Si -0.7049 0.1159 0.3220
S 3.6365 0.3117 0.3024
H -1.8195 0.6287 -2.0160
H 4.6938 -0.1968 0.9197
H -3.4866 0.6505 0.3853
H -4.0324 0.8609 -1.2511
H -1.3872 0.2483 2.5348
H 0.9516 -2.4901 0.7745
H -1.2675 -2.9695 -0.0370
H 0.3788 -2.1135 -1.5545
H 0.2357 1.2235 0.2183
H 4.3752 1.1764 -0.3766

Entry 5:
17
Properties=species:S:1:pos:R:3 method="wB97M-V/def2-TZVPD" spin_multiplicity=1 de_lowest_kj_mol=74.79 gap_ev=8.628 total_energy_ev=-49129.8979 total_charge=0 molar_mass_g_mol=190.97 homo_ev=-8.3 largest_force_ev_per_a=4.56
C 0.8658 0.3867 1.5171
N 0.3437 0.8156 0.2491
P -2.4836 -0.1051 1.6730
P 2.4875 0.2303 -1.4403
P -0.4138 0.4966 -2.4985
P -1.4070 1.1063 0.1101
P 0.6120 -0.7328 -1.0715
H 0.8310 -0.6455 1.8042
H 2.0124 0.7663 1.5025
H 0.4029 1.0047 2.3429
H -3.4416 0.6281 1.0437
H -2.5507 -1.2355 0.6958
H 3.0706 -0.6253 -2.3269
H 3.1231 -0.3052 -0.1527
H -1.1572 -0.4979 -3.0855
H 0.6484 0.2680 -3.4604
H -1.4271 2.3291 0.8821

Entry 6:
26
Properties=species:S:1:pos:R:3 method="wB97M-V/def2-TZVPD" spin_multiplicity=1 de_lowest_kj_mol=184.50 gap_ev=6.140 total_energy_ev=-48442.0391 total_charge=+5 molar_mass_g_mol=311.01 homo_ev=-25.2 largest_force_ev_per_a=2.09
Na -17.7194 14.0638 6.2878
Na -15.0527 13.3965 3.3211
Na -12.1752 10.2677 8.4555
Na -12.4580 11.9697 4.3054
Na -14.7942 14.9269 6.0912
Na -15.3780 11.7223 9.1067
Na -15.6523 9.8242 2.6636
C -14.7888 11.7651 6.0009
O -14.8859 11.0937 4.9077
O -13.7721 11.6011 6.7664
O -15.6916 12.6329 6.3720
O -12.1154 8.8496 6.4449
H -11.5951 8.6256 5.6583
H -12.9391 9.2260 6.1083
O -17.9783 11.4010 4.8686
H -17.1554 11.6175 5.3321
H -17.8194 11.6002 3.9376
O -15.3072 8.2968 5.7166
H -15.2746 9.2520 5.6909
H -15.4957 8.0476 4.8064
O -13.4972 13.6064 8.8318
H -12.9562 14.3557 8.5307
H -13.6028 13.0257 8.0491
O -10.6783 12.2455 8.3915
H -10.4022 12.3167 7.4675
H -11.4727 12.7853 8.4805

Entry 7:
14
Properties=species:S:1:pos:R:3 method="wB97M-V/def2-TZVPD" spin_multiplicity=1 de_lowest_kj_mol=76.78 gap_ev=12.054 smiles=C.O.O.O total_energy_ev=-7341.2608 total_charge=0 molar_mass_g_mol=70.09 homo_ev=-11.7 largest_force_ev_per_a=2.21
C -1.6422 -0.9995 0.9017
H -0.6638 -1.4005 0.7381
H -1.5297 -0.0314 1.4333
H -2.1203 -1.7691 1.4904
H -2.2700 -0.7234 0.0641
O -0.4313 2.1991 -1.2784
H -0.9584 2.0261 -0.4649
H -0.0144 1.3218 -1.2072
O 1.3914 -0.2543 1.8447
H 1.0630 0.3879 1.2098
H 2.2931 -0.0067 2.0705
O 1.5694 -0.5612 -2.0470
H 2.2983 0.0629 -1.9834
H 1.0150 -0.2516 -2.7718

Entry 8:
16
Properties=species:S:1:pos:R:3 method="wB97M-V/def2-TZVPD" spin_multiplicity=2 de_lowest_kj_mol=149.16 gap_ev="7.368 / 2.105" total_energy_ev=-11424.7324 total_charge=+1 s_squared=0.758 molar_mass_g_mol=102.09 homo_ev="-13.3 / -13.3" largest_force_ev_per_a=1.29
O 2.5718 -1.1860 1.8742
C 2.5803 -1.2770 3.0544
H 3.4631 -1.0632 3.7030
H 1.6821 -1.5132 3.6577
H 2.0458 2.8978 -0.3991
H 2.2343 1.5413 0.2498
O 2.4096 2.0189 -0.5696
H -5.9746 -2.1179 -2.7415
H -5.5110 -2.0517 -1.2925
O -5.2386 -2.3468 -2.1660
H 1.2063 -1.0116 -0.2383
H 1.2677 0.3923 -0.9106
O 0.7809 -0.4692 -0.9164
H -1.7258 2.5103 -1.3887
H -0.8506 1.3681 -1.0774
O -0.9413 2.3079 -0.8390

Entry 9:
23
Properties=species:S:1:pos:R:3 method="wB97M-V/def2-TZVPD" spin_multiplicity=7 gap_ev="5.094 / 5.558" total_energy_ev=-60254.9970 total_charge=-1 s_squared=12.020 molar_mass_g_mol=253.00 homo_ev="-3.2 / -3.7" largest_force_ev_per_a=2.79
Mn 25.4400 8.9829 19.7900
C 23.7958 11.1108 17.6174
O 24.2192 9.9286 18.2690
H 24.1555 10.9623 16.5993
H 22.7146 11.2361 17.5604
H 24.2161 11.9730 18.1352
P 25.0954 6.6073 18.6559
O 24.4484 7.2919 19.9447
O 24.1654 6.3812 17.4796
O 25.8997 5.3340 19.1028
O 26.0733 7.7044 18.3037
O 21.8976 9.1198 20.4342
H 21.2995 8.4358 20.1332
H 22.4805 9.2731 19.6906
O 26.9431 8.4520 21.2699
H 27.5921 8.9441 21.7727
H 26.8431 7.6287 21.7477
O 26.6816 10.8225 19.7529
H 26.8092 11.5956 20.3027
H 27.3083 10.9308 19.0375
O 24.3255 9.8119 21.3913
H 23.4022 9.9778 21.5815
H 24.7944 10.1777 22.1414

Entry 10:
19
Properties=species:S:1:pos:R:3 method="wB97M-V/def2-TZVPD" spin_multiplicity=1 de_lowest_kj_mol=112.05 gap_ev="7.077 / 7.061" total_energy_ev=-11623.2455 total_charge=+2 molar_mass_g_mol=121.15 homo_ev="-16.5 / -16.5" largest_force_ev_per_a=5.00
C 0.1951 0.0016 0.5884
N -1.5291 1.5439 0.6703
N -0.4571 1.0470 0.0567
N 2.3233 -0.9918 0.6233
N -1.4374 -1.2975 -0.4236
N 1.3364 -0.4682 0.0280
N -2.6813 -1.1564 -0.3967
N 1.8702 0.9032 -0.9241
H -0.0600 -0.3103 1.6763
H -1.7528 2.4440 0.2452
H 2.8456 -1.6013 0.0553
H 2.6941 -0.7209 1.5527
H -1.0192 -1.2268 -1.3218
H -3.2965 -1.0823 -1.1968
H -3.0936 -1.5027 0.4594
H -1.9830 1.0333 1.4366
H 1.8726 0.6535 -1.8455
H 1.3404 1.7080 -0.7232
H 2.8321 1.0234 -0.5605